# 1
Density functional theory data (ωB97M-V with the def2-TZVPD basis set) for one molecule with the formula C4H10N2.

Calculated values
Frontier orbital gap   10.04 eV
SMILES   [H]/N=C/[C@@H](C)CN
Highest occupied orbital energy   -0.3313 hartree

Last column: Löwdin charge in e.
Element x y z (Å)
H (-1.52543, -2.97035, 0.14465)  0.05
N (-1.34941, -1.97174, 0.06002)  0.11
C (-0.22306, -1.58291, 0.44638)  -0.24
C (0.18054, -0.14149, 0.38330)  -0.38
C (1.51451, -0.02339, -0.36014)  -0.08
C (-0.91944, 0.72800, -0.25541)  -0.28
N (-0.72243, 2.15989, -0.15179)  -0.01
H (0.55948, -2.24307, 0.85529)  0.12
H (0.33446, 0.19038, 1.42095)  0.14
H (2.27321, -0.64902, 0.10629)  0.07
H (1.39420, -0.33670, -1.39523)  0.08
H (1.87179, 1.00421, -0.34850)  0.07
H (-1.00452, 0.47308, -1.31354)  0.12
H (-1.87083, 0.48317, 0.22066)  0.11
H (0.12387, 2.44299, -0.63365)  0.05
H (-0.63693, 2.43694, 0.82074)  0.07



# 2
Density functional theory data (ωB97M-V with the def2-TZVPD basis set) for a 2-piece molecular cluster, C4H10N2 overall in a non-equilibrium geometry.

Calculated values
Frontier orbital gap   9.25 eV
SMILES   [H]/N=C/N.C=CC
Highest occupied orbital energy   -0.3109 hartree

Last column: Löwdin charge in e.
Element x y z (Å)
H (-1.41464, -1.99313, -0.82577)  0.03
N (-2.05867, -1.33907, -1.26042)  0.06
C (-1.67381, -1.04861, -2.42886)  -0.39
N (-2.21538, 0.06077, -3.10175)  0.04
H (-1.17700, -1.67843, -3.18048)  0.11
H (-2.52619, 0.71875, -2.39927)  0.08
H (-1.50425, 0.49847, -3.67502)  0.07
C (0.40961, 0.05357, 2.77759)  -0.03
C (1.03628, 0.87670, 1.92539)  -0.23
C (2.26465, 0.70024, 1.07094)  -0.11
H (0.19816, 0.18338, 3.83586)  0.05
H (-0.10144, -0.86034, 2.46862)  0.05
H (0.88802, 1.95501, 2.07488)  0.09
H (2.53092, 1.59106, 0.53358)  0.06
H (3.05376, 0.45809, 1.77385)  0.07
H (2.29000, -0.17645, 0.41087)  0.07



# 3
Density functional theory data (ωB97M-V with the def2-TZVPD basis set) for an isolated ion of composition C4H10N2O and charge -1 in a non-equilibrium geometry.

Calculated values
Frontier orbital gap (alpha / beta)   2.96 / 7.43 eV
Total charge   -1
Highest occupied orbital energy (alpha / beta)   0.0360 / -0.1304 hartree
Spin multiplicity   2

Last column: Löwdin charge in e.
Element x y z (Å)
C (1.24208, -0.09591, -1.08606)  -0.47
N (0.41080, 0.19764, 0.07437)  -0.21
C (0.85272, 1.41876, 0.72709)  -0.14
C (-1.03250, 0.25350, -0.19598)  -0.28
C (-1.81110, -0.50815, 0.84345)  -0.30
N (-1.43473, -1.93782, 0.79206)  -0.03
O (2.17981, 0.68526, -1.46478)  -0.25
H (0.81338, -0.87896, -1.72700)  0.04
H (0.81604, 2.28135, 0.04354)  0.07
H (0.22757, 1.60683, 1.60469)  0.06
H (1.88362, 1.31479, 1.06077)  0.07
H (-1.19082, -0.04914, -1.23210)  0.09
H (-1.40670, 1.28102, -0.24022)  0.08
H (-2.88653, -0.41777, 0.74786)  0.09
H (-1.46578, -0.10144, 1.80557)  0.09
H (-1.90532, -2.44329, 1.53802)  0.04
H (-0.45471, -1.98763, 1.07092)  0.05



Energy relative to the best compared isomer or geometry (same formula, charge and spin) (eV)
0.713 3.092 0.842